Record 1
Entry from OMol25: a 10-piece molecular cluster, C47H48F5N3O2 overall in a non-equilibrium geometry (ωB97M-V/def2-TZVPD).

Calculated values
- total charge = -1
- HOMO (alpha / beta) (eV) = 0.7 / -7.0
- frontier orbital gap (alpha / beta) (eV) = 1.54 / 9.20
- LUMO energy (alpha / beta) (hartree) = 0.0809 / 0.0817
- spin multiplicity = 2

Structure (XYZ):
```
105
Properties=species:S:1:pos:R:3:forces:R:3:mulliken_charge:R:1
N -0.3255 6.4630 -1.2623 -1.0 -0.7 -0.5 -0.4622
C 0.2158 5.7963 -0.2402 0.9 1.7 0.4 -0.2046
C 1.3378 6.3003 0.4279 1.1 1.8 -1.2 -0.4662
C 1.9771 7.5051 -0.0907 -2.0 -1.4 -1.4 -0.3864
C 1.3809 8.1116 -1.2486 0.5 -0.8 1.9 -0.4503
C 0.2101 7.5709 -1.7559 0.9 0.1 0.8 -0.2644
H -0.2591 4.9048 0.1419 -0.2 -0.1 -0.3 0.4645
H 1.7422 5.7589 1.2704 0.1 0.1 0.0 0.4291
H 2.9044 7.9371 0.2557 0.0 -0.2 0.5 0.3876
H 1.7778 9.0180 -1.6814 0.2 0.0 0.0 0.3741
H -0.2753 8.1208 -2.5487 -0.4 -0.4 -0.3 0.3628
N 4.7209 -1.0934 -0.8863 -0.6 0.6 0.5 -0.5773
C 3.9182 -1.0688 0.1873 1.7 -0.7 1.0 -0.2595
C 4.4411 -1.1857 1.5297 0.1 0.2 -1.5 -0.3469
C 5.8205 -1.2475 1.6621 0.7 -0.2 -1.1 -0.5369
C 6.6399 -1.2351 0.5152 -0.4 -0.1 0.2 -0.3890
C 6.0497 -1.1309 -0.7201 -1.0 0.2 -0.1 -0.4657
H 2.8659 -1.0033 -0.0468 -0.2 0.0 0.3 0.4747
H 3.8319 -1.2420 2.4197 -0.4 0.2 -0.1 0.7112
H 6.3803 -1.2895 2.5847 -0.6 -0.2 0.4 0.4442
H 7.7132 -1.3489 0.5531 0.1 0.2 0.3 0.4623
H 6.5803 -0.9777 -1.6482 0.5 -0.4 0.0 0.3872
N 2.8818 -4.7164 1.6325 -0.1 0.4 1.0 -0.3645
C 3.4193 -5.7286 2.3674 -1.2 1.0 -0.7 -0.5884
C 2.7372 -6.3403 3.4142 -0.3 0.5 -0.5 -0.2462
C 1.4917 -5.7931 3.7784 0.7 -0.8 0.1 -0.4625
C 0.9949 -4.6946 3.1120 -0.2 -0.2 0.4 -0.1045
C 1.7154 -4.1780 2.0576 1.0 -0.5 -0.2 -0.6434
H 4.4115 -5.9946 2.0340 0.0 -0.5 0.1 0.3842
H 3.1373 -7.2565 3.8226 0.0 0.1 0.5 0.4361
H 0.9141 -6.1961 4.5971 0.0 -0.2 0.1 0.4116
H 0.0347 -4.3163 3.4304 0.0 0.4 -0.2 0.4428
H 1.3694 -3.2717 1.5829 0.0 0.0 -0.5 0.5228
C -1.1051 4.9056 -4.3059 1.0 1.5 -1.1 -0.7580
O -1.5422 4.6315 -3.0439 -1.2 -1.4 0.9 -0.2972
H -1.0062 5.9749 -4.4930 -0.4 0.5 0.1 0.3002
H -0.0687 4.6089 -4.4665 0.1 -0.8 -0.3 0.2873
H -1.7945 4.5576 -5.0753 0.2 -0.5 0.1 0.2683
H -1.3036 5.3082 -2.4062 0.4 0.6 0.3 0.4033
C 0.7661 -3.5539 -2.1042 -0.7 0.9 1.2 -0.0955
O 1.1876 -4.8562 -2.2533 0.5 -1.6 -0.5 -0.5480
H 1.6185 -2.9668 -1.7624 0.0 0.2 -0.6 0.1959
H 0.2318 -3.1593 -2.9686 0.4 0.3 -0.3 0.3039
H 0.0671 -3.4913 -1.2702 -0.3 0.2 0.2 -0.1742
H 0.4300 -5.4424 -2.1899 0.1 0.0 0.0 0.3121
F -4.3801 0.5666 -7.6055 0.4 0.6 1.0 -0.3301
C -4.2157 1.3072 -6.4522 1.8 -0.6 0.1 0.3708
C -5.2557 2.0408 -6.0013 -1.4 1.0 -0.2 -0.4199
C -5.1301 2.8696 -4.8818 -0.7 -0.6 -0.1 -0.4950
C -3.9811 2.8537 -4.1711 0.8 0.0 1.1 -0.4600
C -2.9131 2.0767 -4.5818 0.5 -0.5 -0.5 -0.1466
C -2.9828 1.3170 -5.7386 -1.1 0.0 -0.9 -0.6420
H -6.1721 2.0431 -6.5729 -0.1 -0.1 0.0 0.4185
H -5.9403 3.4336 -4.4439 -0.4 0.0 -0.5 0.3609
H -3.9201 3.4030 -3.2432 0.2 0.2 0.0 0.4467
H -2.0010 2.0698 -4.0034 0.1 0.1 0.0 0.3897
H -2.1230 0.7888 -6.1234 0.0 -0.2 0.1 0.4286
F -2.3298 -1.6831 -2.9836 1.0 0.8 0.0 -0.2838
C -3.4403 -2.2267 -2.5068 -1.5 0.5 -0.9 0.4397
C -4.6301 -1.4911 -2.5788 1.0 0.0 -0.5 -0.2980
C -5.8397 -2.1115 -2.3611 1.3 -1.7 1.6 -0.6829
C -5.7709 -3.4913 -1.9382 0.0 1.1 -0.4 -0.3979
C -4.5549 -4.2287 -1.9209 -2.7 1.4 0.6 -0.7340
C -3.4057 -3.5391 -2.1940 0.9 -1.7 0.2 0.0880
H -4.5189 -0.4631 -2.8906 -0.2 0.2 0.0 0.4118
H -6.7224 -1.4926 -2.2953 -0.3 -0.4 -0.2 0.3782
H -6.7016 -3.8872 -1.5593 0.0 -0.5 -0.2 0.3659
H -4.5622 -5.2594 -1.5984 0.1 0.0 -0.1 0.4473
H -2.4882 -4.1087 -2.1840 0.4 0.3 -0.1 0.2843
F 3.8077 3.4043 1.7578 0.0 0.2 -0.5 -0.2504
C 3.9984 2.5827 2.7901 0.6 -0.8 1.6 0.5732
C 3.0516 2.4652 3.7808 -0.1 0.1 0.5 -0.6927
C 3.3283 1.6770 4.9129 -0.7 0.0 -1.2 -0.3576
C 4.4819 0.9534 4.9892 1.7 -0.4 -0.3 -1.1212
C 5.4996 1.0718 3.9912 -1.8 0.5 1.0 -0.5080
C 5.2209 1.9089 2.9334 0.1 0.5 -1.0 -0.6048
H 2.1180 3.0075 3.7525 -0.1 0.1 -0.3 0.3141
H 2.5415 1.5389 5.6397 0.0 0.1 0.2 1.0734
H 4.6336 0.3108 5.8438 0.1 -0.1 0.0 0.3189
H 6.4477 0.5635 4.0868 0.0 0.0 -0.1 0.7837
H 5.9377 2.1055 2.1498 0.2 -0.2 -0.1 0.3379
F 1.3844 3.1393 -0.2644 0.1 -0.2 0.6 -0.2801
C 0.6814 1.9860 -0.1402 -0.7 0.0 0.0 0.8591
C -0.2760 1.7557 -1.0934 -0.6 -1.5 -0.8 -0.8754
C -0.9182 0.4964 -1.1307 0.4 1.5 0.2 0.2546
C -0.7159 -0.4230 -0.1156 0.2 -0.2 -0.1 -1.1234
C 0.1797 -0.1547 0.9125 0.3 1.7 -0.9 -0.2381
C 0.8652 1.1054 0.9036 0.1 -1.5 0.4 -1.9192
H -0.5013 2.4753 -1.8665 0.2 0.2 -0.1 0.5074
H -1.5465 0.2981 -1.9864 -0.2 -0.1 0.2 0.3552
H -1.2344 -1.3701 -0.1407 0.0 -0.2 0.0 0.5248
H 0.3610 -0.9381 1.6334 0.2 0.3 0.4 0.9965
H 1.5908 1.3335 1.6703 0.1 0.0 0.1 0.7014
F -2.1998 -3.3004 1.7359 -0.1 0.0 0.0 -0.2408
C -2.6674 -3.0755 2.9850 -0.5 0.5 0.8 0.5332
C -3.6338 -3.9406 3.5150 0.9 0.8 -1.1 -0.8906
C -4.0318 -3.7791 4.8305 -0.3 -0.2 -0.2 -0.2981
C -3.5778 -2.7000 5.5598 0.9 -0.3 -0.1 -0.4305
C -2.6540 -1.8248 4.9853 -0.7 0.3 0.8 -0.9805
C -2.1923 -1.9644 3.6941 0.1 -1.3 -0.3 -0.4654
H -4.0487 -4.6458 2.8100 0.0 -0.5 0.3 0.4652
H -4.6876 -4.5216 5.2607 -0.2 0.1 0.1 0.3532
H -3.7714 -2.6415 6.6207 -0.3 0.2 0.0 0.5283
H -2.3304 -1.0231 5.6326 0.4 0.2 -0.2 0.4842
H -1.3987 -1.3583 3.2828 -0.1 0.2 -0.1 0.6979
```
Positions in Å, forces in eV/Å.

Record 2
Entry from OMol25: C47H48FeIN7OP2 as an isolated structure (ωB97M-V/def2-TZVPD).

Calculated values
- total charge = +3
- HOMO (alpha / beta) (eV) = -15.0 / -15.0
- frontier orbital gap (alpha / beta) (eV) = 6.15 / 5.97
- LUMO energy (alpha / beta) (hartree) = -0.3243 / -0.3324
- spin multiplicity = 2

Structure (XYZ):
```
107
Properties=species:S:1:pos:R:3:forces:R:3:mulliken_charge:R:1
Fe -0.7655 -0.0900 -0.3009 -0.2 0.5 -0.4 -0.2251
C -1.0333 4.3036 2.9186 0.0 0.0 0.0 -0.8534
N -0.5842 3.0019 2.4164 0.0 0.0 0.0 0.1765
C 0.4214 2.2552 2.9567 0.0 0.0 0.0 -1.0085
C 0.5471 1.1464 2.1750 0.1 0.0 0.0 -0.7068
N -0.3702 1.2113 1.1585 -0.1 -0.1 -0.1 1.3385
C -1.0444 2.3472 1.3304 0.0 0.1 0.0 -0.1429
P -2.3774 2.9752 0.2790 0.0 0.0 0.0 -0.5913
C -3.2705 1.3995 0.0885 0.1 0.0 0.1 -0.2915
N -2.6968 0.2474 -0.2605 0.1 -0.1 -0.2 1.6071
C -3.6906 -0.5610 -0.7328 0.0 -0.1 0.1 -0.1221
C -4.8811 0.0844 -0.6174 0.0 0.0 0.0 -1.8836
N -4.6002 1.3161 -0.0963 0.0 0.0 0.0 0.4304
C -5.5890 2.3659 0.1606 0.0 0.0 0.0 -0.8846
C -1.5401 2.7419 -1.3250 -0.1 0.0 0.0 -0.1589
N -1.0135 1.5840 -1.6996 0.1 -0.1 0.2 1.0638
C -0.6297 1.7341 -3.0011 0.0 0.0 -0.1 -0.9049
C -0.9376 2.9986 -3.4138 0.0 0.0 0.0 -1.1961
N -1.5092 3.6285 -2.3443 0.0 -0.1 0.0 0.0783
C -2.0284 4.9971 -2.3521 0.0 0.0 0.0 -0.8710
H -0.5831 4.4648 3.8934 0.0 0.0 0.0 0.3495
H -0.7176 5.0981 2.2461 0.0 0.0 0.0 0.3352
H -2.1152 4.3129 3.0226 0.0 0.0 0.0 0.3585
H 0.9618 2.5674 3.8336 0.0 0.0 0.0 0.5460
H 1.2422 0.3367 2.2952 0.0 0.0 0.0 0.5474
H -3.4875 -1.5388 -1.1159 0.0 -0.1 0.0 0.2467
H -5.8864 -0.2244 -0.8470 0.0 0.0 0.0 0.5501
H -6.5515 1.8942 0.3364 0.0 0.0 0.0 0.3544
H -5.3045 2.9264 1.0466 0.0 0.0 0.0 0.4011
H -5.6659 3.0339 -0.6950 0.0 0.0 0.0 0.3259
H -0.1516 0.9454 -3.5546 0.0 0.0 0.0 0.8187
H -0.7964 3.4957 -4.3585 0.0 0.0 0.0 0.5854
H -1.4035 5.6048 -3.0004 0.0 0.0 0.0 0.3568
H -3.0521 5.0118 -2.7206 0.0 0.0 0.0 0.3214
H -1.9932 5.4089 -1.3474 0.0 0.0 0.0 0.3716
I 1.6409 -1.8692 0.5506 0.2 -0.1 -0.1 0.6024
C 1.9104 -1.9859 2.6063 -0.1 0.0 0.0 0.3782
C 3.2028 -1.8770 3.0410 0.0 0.0 0.0 -0.6898
C 3.5027 -2.0157 4.4073 0.0 0.0 0.0 -0.9955
C 2.4957 -2.3088 5.2755 0.0 0.0 0.0 -0.8390
C 1.1549 -2.4372 4.8356 0.0 0.0 0.0 0.8488
C 0.1735 -2.8488 5.7646 0.0 0.0 0.0 -0.8011
C -1.1099 -3.0563 5.3635 0.0 0.0 0.0 -1.3800
C -1.4740 -2.7506 4.0443 0.1 0.0 0.0 -0.4306
C -0.5748 -2.2941 3.0989 -0.1 0.1 0.0 0.2492
P -1.4531 -1.8984 1.5046 0.2 0.2 -0.2 1.4257
C -3.0356 -1.3044 2.1916 0.0 0.0 -0.1 0.2231
C -2.9885 -0.0816 2.8662 0.0 0.0 0.0 -0.5547
C -4.1148 0.4114 3.5031 0.0 0.0 0.0 -0.9144
C -5.3020 -0.3131 3.4783 0.0 0.0 0.0 -0.9188
C -5.3488 -1.5365 2.8267 0.0 0.0 0.0 -0.8898
C -4.2211 -2.0333 2.1856 0.0 0.0 0.0 0.3102
C -1.6372 -3.5422 0.7397 0.0 -0.1 0.0 1.3642
C -0.6429 -4.4823 1.0349 -0.1 0.0 0.0 -1.1786
C -0.6829 -5.7563 0.4933 0.0 0.0 0.0 -1.1340
C -1.7204 -6.1248 -0.3493 0.0 0.0 0.0 -0.8574
C -2.7250 -5.2125 -0.6347 0.0 0.0 0.0 -1.3355
C -2.6833 -3.9337 -0.1022 0.0 0.1 0.1 -0.0583
C 0.8074 -2.2119 3.4688 0.0 -0.1 -0.1 0.6188
H 4.0041 -1.7067 2.3343 0.0 0.0 0.0 0.5046
H 4.5255 -1.9257 4.7451 0.0 0.0 0.0 0.4413
H 2.7053 -2.4719 6.3249 0.0 0.0 0.0 0.4485
H 0.4714 -3.0244 6.7905 0.0 0.0 0.0 0.4691
H -1.8601 -3.4212 6.0510 0.0 0.0 0.0 0.4948
H -2.5142 -2.8804 3.7885 0.0 0.0 0.0 0.5337
H -2.0543 0.4657 2.9336 0.0 0.0 0.0 0.3139
H -4.0621 1.3457 4.0477 0.0 0.0 0.0 0.5440
H -6.1775 0.0617 3.9918 0.0 0.0 0.0 0.4748
H -6.2585 -2.1223 2.8352 0.0 0.0 0.0 0.5333
H -4.2709 -3.0104 1.7260 0.0 0.0 0.0 0.5927
H 0.1582 -4.2366 1.7175 0.0 0.0 0.0 0.4994
H 0.0922 -6.4673 0.7470 0.0 0.0 0.0 0.5383
H -1.7593 -7.1236 -0.7630 0.0 0.0 0.0 0.4885
H -3.5586 -5.5008 -1.2616 0.0 0.0 0.0 0.5005
H -3.5141 -3.2813 -0.3129 0.0 0.1 0.0 0.4277
C 3.9935 -0.9139 -2.9272 0.0 0.0 0.0 -1.5250
C 3.4513 0.5094 -2.7261 0.0 0.0 0.0 1.9474
C 3.1296 1.1669 -4.0752 0.0 0.0 0.0 -1.6221
C 4.4415 1.3639 -1.9220 0.0 0.0 0.0 -1.5569
C 2.2012 0.4072 -1.9533 0.0 0.1 0.0 -0.1874
N 1.2301 0.3196 -1.3474 -0.1 -0.2 0.1 -0.3209
H 4.9263 -0.8546 -3.4871 0.0 0.0 0.0 0.4486
H 3.2941 -1.5297 -3.4942 0.0 0.0 0.0 0.3280
H 4.2029 -1.3976 -1.9724 0.0 0.0 0.0 0.3497
H 4.0524 1.2563 -4.6474 0.0 0.0 0.0 0.4652
H 2.7154 2.1665 -3.9410 0.0 0.0 0.0 0.3526
H 2.4314 0.5625 -4.6558 0.0 0.0 0.0 0.3263
H 5.3705 1.4395 -2.4862 0.0 0.0 0.0 0.4254
H 4.6645 0.9097 -0.9566 0.0 0.0 0.0 0.3564
H 4.0575 2.3707 -1.7594 0.0 0.0 0.0 0.3771
C -2.3844 -1.2520 -3.5996 0.0 0.0 0.0 -1.7259
C -1.3999 -2.0000 -2.7477 -0.1 0.2 -0.2 0.6966
O -0.8917 -1.4468 -1.7617 0.1 -0.3 0.5 0.7643
C -1.0140 -3.3621 -3.1156 0.1 0.0 0.0 0.6286
C 0.0558 -3.9820 -2.4631 0.1 0.0 0.0 0.1351
C 0.4459 -5.2581 -2.8201 0.0 0.1 0.0 -0.9286
C -0.2412 -5.9357 -3.8213 0.0 0.0 0.0 -0.4638
C -1.3139 -5.3350 -4.4695 0.0 0.0 0.0 -1.0330
C -1.6944 -4.0505 -4.1274 0.0 0.0 0.0 -0.6056
H -2.5075 -0.2364 -3.2335 0.0 0.0 0.0 0.0962
H -3.3526 -1.7554 -3.6193 0.0 0.0 0.0 0.5134
H -2.0254 -1.2295 -4.6302 0.0 0.0 0.0 0.5774
H 0.5806 -3.4495 -1.6819 0.0 0.0 0.0 0.0862
H 1.2837 -5.7296 -2.3242 0.0 0.0 0.0 0.4940
H 0.0642 -6.9351 -4.1023 0.0 0.0 0.0 0.4800
H -1.8435 -5.8657 -5.2486 0.0 0.0 0.0 0.4671
H -2.5249 -3.5942 -4.6484 0.0 0.0 0.0 0.4828
```
Positions in Å, forces in eV/Å.

Question: What is the formula in the first record?
Answer: C47H48F5N3O2

Question: Which of these has the highest total charge?
Answer: C47H48FeIN7OP2

Question: total charge of number 1 (C47H48F5N3O2)?
Answer: -1